Record 1
{"formula": "CH6N2O2", "method": "ωB97M-V/def2-TZVPD", "total_energy_ev": -8203.2959, "smiles": "C=NO.NO", "multiplicity": 1, "elements": ["N", "O", "H", "H", "H", "C", "O", "N", "H", "H", "H"], "positions_angstrom": [[-0.916, 0.533, 1.111], [-1.211, -0.544, 1.997], [-2.093, -0.836, 1.707], [-0.102, 0.946, 1.574], [-0.594, 0.689, -0.055], [0.152, 0.279, -1.504], [1.863, -0.328, -0.252], [0.664, -0.748, -0.833], [2.121, -1.098, 0.283], [0.823, 1.060, -1.884], [-0.707, 0.048, -2.144]]}

Record 2
{"formula": "C5H7NO2", "method": "ωB97M-V/def2-TZVPD", "total_energy_ev": -10881.5393, "smiles": "O=C1[C@H]2CO[C@@H]1CN2", "multiplicity": 1, "elements": ["C", "C", "C", "C", "C", "H", "H", "H", "H", "H", "H", "H", "N", "O", "O"], "positions_angstrom": [[-1.229, 0.694, -0.054], [0.173, 0.907, 0.544], [0.297, -0.356, 1.416], [-0.795, -0.752, -0.460], [0.488, -0.519, -1.232], [0.397, 1.859, 1.077], [-0.100, -0.264, 2.494], [1.387, -0.491, 1.466], [-1.514, -1.397, -0.950], [1.114, -1.367, -1.213], [0.281, -0.360, -2.290], [1.091, 1.443, -1.145], [1.123, 0.653, -0.574], [-2.251, 1.328, 0.164], [-0.464, -1.380, 0.759]]}